(1)
Here is a cluster of 2 separate species, C6H10N in total at a distorted geometry from the OMol25 dataset. Energies are from the ωB97M-V functional and the def2-TZVPD basis.

Output
- HOMO (eV) = -13.143
- ΔE to the lowest compared entry with this formula, charge and spin (eV) = 3.4660

Structure (ORCA input):
```
! RIJCOSX wB97M-V def2-TZVPD def2/J DEFGRID3
* xyz 1 1
C -0.6420 0.9550 -0.9705
C -0.1631 3.0688 0.1123
C 1.4763 -0.6546 1.6159
C 2.2186 -1.7034 1.2260
C -1.0160 -0.1297 -1.6053
C -1.9676 -1.1459 -1.2244
N -0.5782 1.9901 -0.3598
H -0.7776 3.5575 0.8487
H 0.7655 3.5041 -0.0977
H 0.5447 -0.8410 2.0086
H 1.9231 0.3639 1.8397
H 3.2917 -1.7734 0.8810
H 1.8463 -2.6490 1.4323
H -0.2927 -0.4425 -2.4010
H -3.0508 -0.7481 -1.5230
H -1.9771 -1.2764 -0.1333
H -1.6012 -2.0755 -1.6497
*
```

These are the natural (NBO) partial charges, in e, on atoms 1 to 6: atom 1 (C): 0.44, atom 2 (C): 0.06, atom 3 (C): -0.44, atom 4 (C): -0.35, atom 5 (C): -0.13, atom 6 (C): -0.66

***

(2)
Here is a structure of composition C4H10O at a distorted geometry from the OMol25 dataset. Energies are from the ωB97M-V functional and the def2-TZVPD basis.

Output
- HOMO (eV) = -8.307
- ΔE to the lowest compared entry with this formula, charge and spin (eV) = 4.5120

Structure (ORCA input):
```
! RIJCOSX wB97M-V def2-TZVPD def2/J DEFGRID3
* xyz 0 1
C 0.2917 -0.8801 1.4978
O -0.5821 -1.8113 -0.8495
C -0.3257 0.2505 0.9967
C 0.4673 1.1620 0.0444
C 0.0940 0.8752 -1.4213
H -0.2621 -1.5282 2.1626
H 1.3373 -1.0439 1.2778
H -1.4305 -2.1971 -1.1103
H -0.3967 -0.9069 0.3767
H -1.1702 0.7318 1.4765
H 0.4093 2.1684 0.4519
H 1.4719 0.7845 0.2607
H 1.0021 0.9114 -2.0187
H -0.5944 1.6234 -1.8075
H -0.3117 -0.1397 -1.3376
*
```

These are the natural (NBO) partial charges, in e, on atoms 1 to 6: atom 1 (C): -0.32, atom 2 (O): -1.18, atom 3 (C): -0.15, atom 4 (C): -0.42, atom 5 (C): -0.66, atom 6 (H): 0.24

***

(3)
Here is the molecule C17H25F3N4O3 from the OMol25 dataset. Energies are from the ωB97M-V functional and the def2-TZVPD basis.

Output
- SMILES string = CCCNC(=O)[C@H](c1n[nH]cc1C)N1CC[C@@H](C(F)(F)F)C[C@H]1C(=O)OC
- HOMO (eV) = -8.659
- ΔE to the lowest compared entry with this formula, charge and spin (eV) = 0.0920

Structure (ORCA input):
```
! RIJCOSX wB97M-V def2-TZVPD def2/J DEFGRID3
* xyz 0 1
C 3.0802 0.9275 1.4171
C 3.2660 1.3378 -0.0371
C 2.7990 0.2702 -1.0217
N 1.3776 -0.0098 -0.9226
C 0.9018 -1.1361 -0.3649
O 1.6209 -1.9950 0.1345
C -0.6177 -1.3953 -0.3714
C -1.5582 -0.3761 -0.9659
N -1.2090 0.8466 -1.3397
N -2.3320 1.4124 -1.7951
C -3.3927 0.5788 -1.7165
C -2.9431 -0.6008 -1.1808
C -3.7346 -1.8336 -0.8885
N -1.1207 -1.7212 0.9778
C -0.8396 -0.6133 1.8906
C -1.6263 -0.7333 3.1814
C -1.2568 -2.0483 3.8529
C -2.0270 -2.2596 5.1332
F -3.3576 -2.3257 4.9275
F -1.6709 -3.4018 5.7522
F -1.8175 -1.2585 6.0104
C -1.4757 -3.2044 2.8858
C -0.7034 -2.9918 1.5711
C -0.9717 -4.2001 0.6856
O -1.3175 -4.2104 -0.4681
O -0.6965 -5.3283 1.3577
C -0.8205 -6.5349 0.5963
H 3.4427 1.7016 2.0942
H 2.0264 0.7551 1.6398
H 3.6163 0.0020 1.6325
H 2.7280 2.2703 -0.2340
H 4.3216 1.5406 -0.2376
H 3.0179 0.5856 -2.0443
H 3.3234 -0.6666 -0.8373
H 0.7027 0.6643 -1.2615
H -0.7231 -2.2969 -0.9717
H -2.3040 2.3511 -2.1476
H -4.3737 0.8794 -2.0453
H -4.7073 -1.7913 -1.3789
H -3.2116 -2.7260 -1.2308
H -3.8909 -1.9508 0.1846
H 0.2367 -0.5670 2.1275
H -1.1006 0.3155 1.3819
H -1.4019 0.1129 3.8322
H -2.6961 -0.7191 2.9594
H -0.2021 -2.0184 4.1472
H -1.1581 -4.1408 3.3374
H -2.5420 -3.2819 2.6541
H 0.3752 -3.0111 1.7766
H -0.5557 -7.3381 1.2765
H -1.8413 -6.6564 0.2387
H -0.1445 -6.5148 -0.2565
*
```

These are the natural (NBO) partial charges, in e, on atoms 1 to 6: atom 1 (C): -0.61, atom 2 (C): -0.40, atom 3 (C): -0.22, atom 4 (N): -0.63, atom 5 (C): 0.68, atom 6 (O): -0.67